An isolated molecule of C21H17F3N2O3, computed with ωB97M-V/def2-TZVPD.

Results
energy above the lowest of the compared OMol25 structures with the same formula, charge and spin	17.0	kcal per mole
E_HOMO	-9.09	eV
multiplicity	1
HOMO-LUMO gap	9.725	eV

Structure (XYZ):
```
46
C21H17F3N2O3 (ωB97M-V/def2-TZVPD)
O -1.7603 -2.4164 1.3679
C -1.7822 -1.2898 0.9143
N -2.8983 -0.6139 0.5874
C -4.2304 -1.1521 0.7398
C -4.9414 -1.2167 -0.6273
C -5.6906 0.0811 -0.6959
C -6.2574 0.6969 -1.7931
C -6.9133 1.9073 -1.6148
C -6.9992 2.4846 -0.3594
C -6.4312 1.8639 0.7448
C -5.7773 0.6618 0.5673
C -5.0939 -0.1985 1.5893
C -0.5401 -0.5084 0.6664
C 0.7956 -0.9429 0.8577
C 1.5399 0.1442 0.4986
C 3.0106 0.3846 0.4509
O 3.5872 -0.6432 -0.3310
C 4.9318 -0.6561 -0.5031
C 5.4351 -1.6997 -1.2859
C 6.7876 -1.8079 -1.5247
C 7.6749 -0.8838 -0.9913
C 7.1732 0.1478 -0.2181
C 8.0824 1.1749 0.3937
F 7.7355 2.4298 0.0481
F 8.0433 1.1445 1.7409
F 9.3667 1.0282 0.0497
C 5.8109 0.2755 0.0339
O 0.7189 1.1401 0.1247
N -0.5580 0.7312 0.2353
H -2.8002 0.3194 0.2154
H -4.1073 -2.1361 1.1975
H -4.2301 -1.3420 -1.4439
H -5.6390 -2.0569 -0.6546
H -6.1903 0.2481 -2.7733
H -7.3588 2.4037 -2.4642
H -7.5110 3.4278 -0.2377
H -6.4985 2.3162 1.7234
H -4.4877 0.3743 2.2916
H -5.8334 -0.7622 2.1625
H 1.1210 -1.9013 1.1987
H 3.1932 1.3713 0.0055
H 3.4213 0.3636 1.4712
H 4.7351 -2.4111 -1.6936
H 7.1612 -2.6179 -2.1311
H 8.7342 -0.9632 -1.1740
H 5.4701 1.0994 0.6406
```

These are the natural (NBO) partial charges, in e, on atoms 1 to 4: O -0.61; C 0.65; N -0.60; C -0.05



C21H17N6O9W as an isolated structure, computed with ωB97M-V/def2-TZVPD.

Results
energy above the lowest of the compared OMol25 structures with the same formula, charge and spin	0.0	kcal per mole
E_HOMO (spin up / spin down)	-10.66 / -12.15	eV
multiplicity	3
⟨S²⟩	2.013
charge	+1
HOMO-LUMO gap (spin up / spin down)	6.219 / 7.480	eV

Structure (XYZ):
```
54
C21H17N6O9W (ωB97M-V/def2-TZVPD)
W -0.6235 0.3819 0.1256
O -2.7426 -3.3099 0.3685
C -2.0831 -2.2425 0.0200
O -2.1948 -1.1445 0.5734
C -1.1744 -2.3524 -1.1439
C -1.0732 -3.4101 -2.0126
C -0.2450 -3.2544 -3.1308
C 0.3987 -2.0509 -3.3339
C 0.2446 -1.0342 -2.3962
N -0.5047 -1.1941 -1.3158
C 0.8175 0.3551 -2.4850
O 1.5411 0.6929 -3.3830
O 0.4017 1.0968 -1.4870
H -3.3011 -3.1324 1.1435
H -1.6298 -4.3185 -1.8339
H -0.1308 -4.0653 -3.8364
H 1.0256 -1.8600 -4.1942
O 2.0861 3.2935 0.7076
C 1.7592 2.1550 0.8896
O 0.4680 1.8042 0.9697
C 2.8211 1.0648 1.0206
C 3.2038 0.4589 -0.3520
C 4.5973 -0.1676 -0.2593
C 4.3060 -1.4366 0.5814
C 2.7900 -1.3178 0.7851
O 2.3526 -0.7001 -0.4349
C 2.5132 -0.2296 1.8387
C 1.1225 -0.2779 2.4282
O 0.8889 0.0222 3.5729
O 0.1586 -0.7012 1.6049
H 3.6792 1.5845 1.4411
H 3.0288 1.1161 -1.1991
H 5.3243 0.4999 0.1987
H 4.9538 -0.4267 -1.2545
H 4.8458 -1.4600 1.5265
H 4.5509 -2.3442 0.0326
H 2.2530 -2.2507 0.9386
H 3.1982 -0.3048 2.6812
N -3.7667 2.1111 -2.3630
C -2.5688 1.5373 -2.3108
N -2.2623 1.3404 -1.0394
C -3.3425 1.8366 -0.3526
N -4.2812 2.3011 -1.1350
C -3.2644 1.8754 1.1033
C -4.2332 2.3781 1.9493
N -4.0358 2.4399 3.2638
C -2.8708 2.0164 3.7251
C -1.8764 1.4993 2.8908
N -2.0881 1.4296 1.5823
H -4.2778 2.4225 -3.1748
H -1.9537 1.3228 -3.1689
H -5.1778 2.7416 1.5658
H -2.6969 2.0749 4.7918
H -0.9311 1.1335 3.2766
```

These are the natural (NBO) partial charges, in e, on atoms 1 to 4: W 2.01; O -0.60; C 0.83; O -0.60



C21H18IIrN4O2S as an isolated structure, computed with ωB97M-V/def2-TZVPD.

Results
E_HOMO (spin up / spin down)	-14.13 / -14.16	eV
multiplicity	5
⟨S²⟩	6.031
charge	+2
HOMO-LUMO gap (spin up / spin down)	7.459 / 5.107	eV

Structure (XYZ):
```
48
C21H18IIrN4O2S (ωB97M-V/def2-TZVPD)
Ir 0.6625 -1.2571 0.8812
C 4.4418 -2.2354 -1.9256
C 3.7262 -0.9731 -2.2056
N 3.9691 -0.3194 -3.3291
C 3.3122 0.8167 -3.5372
C 2.3916 1.4283 -2.6258
C 1.7751 2.7614 -2.9811
O 0.4109 2.8168 -2.6042
C 2.1004 0.7826 -1.4554
C 1.2613 1.4626 -0.4542
N 0.6447 0.8913 0.5046
C -0.0955 1.6986 1.4302
C -0.8083 2.8169 1.0160
C -1.5194 3.5699 1.9379
C -1.5308 3.2118 3.2780
C -0.8408 2.0833 3.7046
C -0.1432 1.3412 2.7713
I 0.8778 -0.3735 3.4221
C 2.7327 -0.4914 -1.2244
O 2.5106 -1.2333 -0.2277
H 5.1631 -2.4286 -2.7132
H 3.7309 -3.0639 -1.8630
H 4.9407 -2.1844 -0.9551
H 3.5404 1.3232 -4.4695
H 1.9208 2.9696 -4.0415
H 2.2978 3.5527 -2.4360
H -0.1446 2.6141 -3.3642
H 1.2266 2.5467 -0.5188
H -0.8383 3.0808 -0.0354
H -2.0755 4.4340 1.6017
H -2.0856 3.7989 3.9967
H -0.8560 1.7948 4.7466
N 0.0680 -4.4884 1.4057
C -1.0222 -3.7384 1.2274
N -0.9798 -2.4824 0.7958
C -2.2842 -1.9252 0.7022
C -2.6144 -0.6593 0.2446
C -3.9492 -0.2910 0.2339
C -4.9442 -1.1698 0.6615
C -4.6201 -2.4424 1.0974
C -3.2804 -2.8002 1.1086
S -2.5942 -4.3429 1.5682
H 0.9709 -4.1652 1.0989
H -0.0049 -5.4446 1.7119
H -1.8506 0.0190 -0.1128
H -4.2254 0.6922 -0.1224
H -5.9802 -0.8620 0.6422
H -5.3882 -3.1353 1.4132
```

These are the natural (NBO) partial charges, in e, on atoms 1 to 4: Ir 1.06; C -0.68; C 0.32; N -0.39



An isolated molecule of C21H18N2O4S, computed with ωB97M-V/def2-TZVPD.

Results
energy above the lowest of the compared OMol25 structures with the same formula, charge and spin	3.1	kcal per mole
E_HOMO	-8.31	eV
multiplicity	1
HOMO-LUMO gap	8.221	eV

Structure (XYZ):
```
46
C21H18N2O4S (ωB97M-V/def2-TZVPD)
O -7.0522 -0.2903 0.2083
C -6.3730 -1.2439 -0.0724
O -6.9109 -2.4421 -0.3837
C -4.8864 -1.2486 -0.1176
C -4.1531 -2.4123 -0.4579
C -2.7915 -2.3730 -0.4868
C -2.0914 -1.1790 -0.1787
C -0.6782 -1.1141 -0.2003
C -0.0314 0.0499 0.1037
C 1.4693 0.1037 0.0541
O 2.1735 -0.4724 0.8598
N 1.9490 0.8887 -0.9534
C 3.2823 1.1788 -1.2382
C 4.3781 0.7436 -0.5656
C 5.6681 1.1486 -1.0073
C 5.7839 1.9514 -2.0831
N 4.6821 2.3972 -2.7684
C 4.8526 3.2605 -3.9450
C 5.6600 2.6100 -5.0635
C 5.8391 3.7020 -6.1043
S 6.2038 5.2273 -5.1674
C 5.5248 4.5913 -3.6018
C 3.3951 2.0546 -2.4006
O 2.4064 2.4331 -3.0285
C -0.7656 1.2170 0.4249
C -2.1282 1.1780 0.4609
C -2.8251 -0.0182 0.1591
C -4.2366 -0.0831 0.1825
H -7.8709 -2.3323 -0.3247
H -4.6846 -3.3234 -0.6912
H -2.2234 -3.2584 -0.7443
H -0.1097 -2.0026 -0.4486
H 1.3027 1.3178 -1.6044
H 4.2610 0.0990 0.2908
H 6.5549 0.8154 -0.4904
H 6.7383 2.2850 -2.4622
H 3.8434 3.4527 -4.3024
H 6.6352 2.2865 -4.6922
H 5.1398 1.7405 -5.4680
H 6.6651 3.5046 -6.7839
H 4.9303 3.8385 -6.6895
H 4.8075 5.2973 -3.1878
H 6.3326 4.4570 -2.8831
H -0.2354 2.1334 0.6520
H -2.6968 2.0629 0.7187
H -4.8171 0.7941 0.4393
```

These are the natural (NBO) partial charges, in e, on atoms 1 to 4: O -0.59; C 0.78; O -0.68; C -0.19



C21H18N5O5S4SbTi as an isolated structure, computed with ωB97M-V/def2-TZVPD.

Results
energy above the lowest of the compared OMol25 structures with the same formula, charge and spin	9.4	kcal per mole
E_HOMO (spin up / spin down)	-1.84 / -3.98	eV
multiplicity	4
⟨S²⟩	3.771
charge	-1
HOMO-LUMO gap (spin up / spin down)	4.032 / 4.694	eV

Structure (XYZ):
```
55
C21H18N5O5S4SbTi (ωB97M-V/def2-TZVPD)
Ti -0.4069 -0.0560 0.2267
S -2.7457 0.1992 0.3448
Sb -2.4275 2.6010 1.0159
S 0.1241 1.9802 1.1459
S -2.3151 3.4933 -1.1319
N 0.5077 -1.5326 4.2995
C -0.3287 -0.9683 5.2695
C 0.1133 -0.7912 6.6019
C -0.6485 -0.0301 7.4900
C -1.9702 0.2930 7.1121
C -2.4703 -0.0233 5.8318
C -1.6254 -0.6113 4.8706
S -2.2729 -0.9901 3.3002
N -0.8557 -1.1327 2.4160
C 0.3246 -1.4053 2.9325
C 1.5242 -1.4945 2.1140
C 2.7559 -2.1017 2.5349
C 3.8567 -2.1446 1.7030
C 3.7466 -1.4242 0.5119
C 2.5373 -0.9188 0.0931
N 1.4695 -0.9830 0.8985
H 1.3913 -1.8512 4.6536
H 1.0875 -1.2009 6.8977
H -0.2994 0.3061 8.4723
H -2.6061 0.8675 7.8123
H -3.5167 0.2127 5.6269
H 2.7955 -2.6285 3.5082
H 4.7443 -2.7160 2.0057
H 4.5737 -1.2512 -0.1599
H 2.4163 -0.4257 -0.8660
N -0.3886 -2.7873 -2.4976
C -1.2114 -2.6444 -1.4458
N -2.4070 -3.2713 -1.4462
O -0.8788 -1.9722 -0.4161
H -0.6452 -3.2952 -3.3253
H 0.4822 -2.2603 -2.5050
H -2.7336 -3.8291 -2.2273
H -3.0098 -3.0306 -0.6788
O 2.1512 0.8519 -2.2628
C 0.9212 0.9597 -2.3449
O 0.0563 0.3540 -1.5604
C 0.2949 1.7426 -3.4390
C -1.1436 1.8429 -3.6207
C -1.6292 2.3717 -4.8251
C -0.6884 2.7645 -5.7406
O -0.9804 3.3705 -6.9240
C 0.3230 3.5747 -7.5833
O 1.3468 3.3597 -6.5725
C 0.6958 2.7955 -5.4802
C 1.2335 2.2275 -4.3498
H -1.7804 1.5282 -2.7920
H -2.6776 2.4170 -5.1100
H 0.4532 4.6306 -7.8842
H 0.4555 2.8262 -8.4118
H 2.2814 2.2012 -4.0885
```

These are the natural (NBO) partial charges, in e, on atoms 1 to 4: Ti 1.13; S -0.73; Sb 0.87; S -0.66



An isolated molecule of C21H18O8, computed with ωB97M-V/def2-TZVPD.

Results
energy above the lowest of the compared OMol25 structures with the same formula, charge and spin	0.0	kcal per mole
E_HOMO	-8.52	eV
multiplicity	1
HOMO-LUMO gap	8.557	eV

Structure (XYZ):
```
47
C21H18O8 (ωB97M-V/def2-TZVPD)
C -5.1952 -0.6354 -2.2805
O -4.7087 -1.1076 -1.0296
C -5.4535 -0.8404 0.0368
O -6.5082 -0.2667 0.0164
C -4.8208 -1.3797 1.3204
O -3.4772 -1.7679 1.1921
C -2.5469 -0.8213 0.9191
C -1.2409 -1.3059 0.7694
C -0.1901 -0.4528 0.5059
O 1.0816 -0.8638 0.2960
C 1.3949 -2.2311 0.3977
C 2.8743 -2.3923 0.0480
O 3.6509 -3.0345 0.6998
O 3.1675 -1.7580 -1.0768
C 4.5214 -1.8321 -1.5081
C -0.4193 0.9442 0.4133
C 0.6052 1.9343 0.2010
C 2.0411 1.6037 0.2595
C 2.5996 1.1249 1.4409
C 3.9551 0.8690 1.5163
C 4.7671 1.0917 0.4162
C 4.2180 1.5746 -0.7590
C 2.8618 1.8364 -0.8366
C 0.2351 3.2225 -0.0075
C -1.1418 3.6558 0.0271
O -1.5373 4.7766 -0.1720
O -2.0729 2.6927 0.3451
C -1.7446 1.3971 0.5105
C -2.8023 0.5303 0.7783
H -4.6350 -1.1664 -3.0456
H -5.0256 0.4398 -2.3629
H -6.2642 -0.8354 -2.3701
H -5.3615 -2.2888 1.6028
H -4.9611 -0.6354 2.1148
H -1.1016 -2.3694 0.8621
H 1.2318 -2.6110 1.4136
H 0.8086 -2.8275 -0.3158
H 5.1911 -1.5420 -0.6973
H 4.6099 -1.1449 -2.3448
H 4.7605 -2.8513 -1.8193
H 1.9666 0.9613 2.3010
H 4.3810 0.4958 2.4360
H 5.8276 0.8943 0.4785
H 4.8492 1.7543 -1.6172
H 2.4303 2.2111 -1.7531
H 0.9682 3.9961 -0.1723
H -3.7896 0.9549 0.8498
```

These are the natural (NBO) partial charges, in e, on atoms 1 to 4: C -0.26; O -0.50; C 0.76; O -0.59



The highest multiplicity belongs to which entry? C21H18IIrN4O2S



The highest multiplicity belongs to which entry? C21H18IIrN4O2S



Number 4 is which compound? C21H18N2O4S